Molecular formula: C44H48N3O3PS5Y
Method: DFT, ωB97M-V with the def2-TZVPD basis set

Last column: Mulliken charge in e.
Geometry (Å):
Y (0.819, -0.200, 0.586)  0.137
C (3.667, 1.394, 2.942)  -0.967
C (4.018, 0.242, 2.080)  0.396
N (3.249, -0.409, 1.259)  0.960
C (3.900, -1.447, 0.646)  -0.220
C (5.226, -1.585, 1.009)  -0.836
S (5.669, -0.379, 2.167)  -0.324
C (3.219, -2.312, -0.275)  -0.599
C (3.830, -3.323, -0.993)  -0.898
S (2.658, -4.210, -1.914)  -0.388
C (1.419, -3.131, -1.281)  0.039
N (1.873, -2.204, -0.483)  1.520
C (0.003, -3.403, -1.622)  -0.581
H (2.702, 1.802, 2.654)  -0.201
H (4.431, 2.171, 2.867)  0.508
H (3.616, 1.072, 3.982)  0.327
H (5.936, -2.319, 0.694)  0.443
H (4.859, -3.611, -0.998)  0.453
H (-0.368, -4.231, -1.013)  0.354
H (-0.081, -3.686, -2.672)  0.600
H (-0.612, -2.523, -1.426)  -0.664
S (0.434, 0.020, 3.211)  -0.459
C (0.904, -1.411, 4.066)  0.895
C (1.406, -1.242, 5.366)  -0.681
C (1.723, -2.309, 6.172)  -0.713
C (1.542, -3.608, 5.711)  -0.637
C (1.077, -3.807, 4.426)  -0.447
C (0.756, -2.731, 3.611)  -0.180
S (0.270, -3.111, 1.936)  -0.228
H (1.533, -0.228, 5.709)  0.489
H (2.096, -2.131, 7.173)  0.375
H (1.788, -4.450, 6.340)  0.370
H (0.937, -4.807, 4.037)  0.492
O (1.502, 2.124, 0.893)  -0.453
S (0.476, 3.209, 1.021)  0.088
C (1.349, 4.659, 1.646)  0.623
C (2.703, 4.906, 1.405)  -0.449
C (3.238, 6.145, 1.689)  -0.806
C (2.444, 7.150, 2.230)  -0.490
C (1.101, 6.894, 2.506)  -0.683
C (0.559, 5.662, 2.214)  -0.203
C (0.438, 3.963, -0.602)  1.649
C (-0.687, 4.659, -1.040)  -0.632
C (-0.632, 5.361, -2.223)  -0.594
C (0.532, 5.361, -2.992)  -0.703
C (1.642, 4.640, -2.563)  -0.921
C (1.602, 3.954, -1.371)  -0.798
H (3.316, 4.118, 1.000)  0.312
H (4.280, 6.349, 1.473)  0.374
H (2.861, 8.128, 2.429)  0.364
H (0.482, 7.677, 2.922)  0.366
H (-0.485, 5.456, 2.408)  0.436
H (-1.587, 4.633, -0.444)  0.381
H (-1.491, 5.931, -2.547)  0.412
H (0.572, 5.918, -3.916)  0.372
H (2.544, 4.629, -3.159)  0.424
H (2.459, 3.406, -1.010)  0.207
C (-1.326, 1.701, -2.948)  -1.733
P (-1.355, -0.028, -2.257)  1.956
C (-3.189, -0.237, -2.189)  -0.064
C (-4.031, 0.202, -3.216)  -0.430
C (-5.397, 0.025, -3.128)  -0.702
C (-5.957, -0.592, -2.019)  -0.575
C (-5.131, -1.048, -1.002)  -0.753
C (-3.763, -0.877, -1.094)  -0.050
C (-1.132, -0.936, -3.845)  0.241
C (-0.225, -0.504, -4.809)  -0.509
C (-0.076, -1.188, -6.001)  -0.685
C (-0.811, -2.339, -6.239)  -0.585
C (-1.688, -2.802, -5.269)  -0.564
C (-1.842, -2.111, -4.084)  -0.610
H (-0.358, 2.158, -2.758)  0.188
H (-2.070, 2.277, -2.402)  0.474
H (-1.538, 1.721, -4.016)  0.761
H (-3.611, 0.660, -4.099)  0.295
H (-6.037, 0.365, -3.932)  0.406
H (-7.028, -0.718, -1.954)  0.377
H (-5.555, -1.544, -0.137)  0.448
H (-3.132, -1.238, -0.295)  0.271
H (0.361, 0.390, -4.639)  0.363
H (0.601, -0.814, -6.758)  0.419
H (-0.712, -2.867, -7.178)  0.378
H (-2.266, -3.699, -5.445)  0.411
H (-2.534, -2.464, -3.331)  0.433
C (-3.550, -4.460, 1.596)  -1.577
C (-2.261, -4.287, 2.398)  0.944
C (-2.555, -4.232, 3.894)  -1.518
C (-1.561, -3.010, 1.936)  0.065
H (-4.127, -5.305, 1.964)  0.451
H (-3.329, -4.627, 0.544)  0.348
H (-4.154, -3.560, 1.674)  0.285
H (-1.604, -5.140, 2.194)  0.231
H (-3.213, -3.395, 4.122)  0.340
H (-1.632, -4.103, 4.454)  0.276
H (-3.034, -5.151, 4.226)  0.474
H (-1.779, -2.814, 0.888)  -0.793
H (-1.857, -2.138, 2.515)  0.664
O (-1.528, -0.277, 0.898)  0.082
C (-1.779, 0.894, 0.571)  0.072
O (-1.037, 1.589, -0.149)  -0.238
H (-2.733, 1.345, 0.935)  0.139
N (1.857, 0.486, -1.660)  -0.414
H (1.488, -0.028, -2.458)  -0.006
H (2.874, 0.429, -1.678)  0.329
H (1.594, 1.466, -1.755)  0.071

Results
Net charge = -1
HOMO (spin up / spin down) = -1.116 / -1.622 eV
Orbital gap (spin up / spin down) = 3.356 / 3.883 eV
Total energy = -121532.534 eV

---

Molecular formula: CH2S2
Method: DFT, ωB97M-V with the def2-TZVPD basis set

Last column: Mulliken charge in e.
Geometry (Å):
S (-1.592, 0.486, 0.393)  -0.231
C (-0.415, -0.216, -0.330)  -0.091
S (1.331, -0.123, -0.065)  -0.157
H (-0.372, -0.562, -1.302)  0.301
H (1.048, 0.414, 1.304)  0.178

Results
SMILES = S=CS
HOMO = -9.018 eV
Orbital gap = 8.696 eV
Energy relative to the best compared isomer or geometry (same formula, charge and spin) = 15.1 kcal/mol
Total energy = -22738.478 eV

---

What did the second record say?
Molecular formula: CH2S2
Method: DFT, ωB97M-V with the def2-TZVPD basis set

Last column: Mulliken charge in e.
Geometry (Å):
S (-1.592, 0.486, 0.393)  -0.231
C (-0.415, -0.216, -0.330)  -0.091
S (1.331, -0.123, -0.065)  -0.157
H (-0.372, -0.562, -1.302)  0.301
H (1.048, 0.414, 1.304)  0.178

Results
SMILES = S=CS
HOMO = -9.018 eV
Orbital gap = 8.696 eV
Energy relative to the best compared isomer or geometry (same formula, charge and spin) = 15.1 kcal/mol
Total energy = -22738.478 eV

---

> Among the records above, which one has the highest total energy?

CH2S2